1.
60
Properties=species:S:1:pos:R:3:mulliken_charge:R:1 method="wB97M-V/def2-TZVPD" charge=-1 homo_lumo_gap_ev=7.15 homo_energy_ev=-4.6
C 3.80564 -1.54884 0.76103 -1.195
C 4.35958 -0.72101 -0.40483 -0.176
C 3.61127 0.58649 -0.73834 -0.391
C 2.84765 1.23844 0.41369 -1.041
C 1.41282 0.69664 0.63246 -0.591
C 0.28429 1.67609 0.27470 -0.809
Ga -1.24612 1.55214 1.63989 0.448
O -2.96427 1.60852 0.83567 -0.589
C -3.15081 0.63797 -0.14927 0.038
C -4.13750 -0.44455 0.26693 -1.034
H 4.19116 -1.18778 1.71178 0.307
H 2.72214 -1.55615 0.79009 0.229
H 4.13611 -2.58448 0.66496 0.397
H 5.40292 -0.48900 -0.18061 0.119
H 4.37134 -1.35396 -1.29481 0.320
H 2.93399 0.43610 -1.58091 0.340
H 4.36482 1.29746 -1.09142 0.131
H 3.43444 1.19039 1.33309 0.338
H 2.74680 2.29899 0.17871 0.486
H 1.28534 -0.22756 0.06651 0.203
H 1.32345 0.40262 1.68278 0.344
H -0.11704 1.41601 -0.70916 0.305
H 0.65442 2.69980 0.22921 0.550
H -1.06341 0.11670 2.38259 -0.313
H -1.07882 2.72424 2.73786 -0.398
H -3.52751 1.11069 -1.06963 0.202
H -2.20476 0.14950 -0.43111 0.058
H -4.46652 -1.00873 -0.60812 0.293
H -5.00879 0.00308 0.74380 0.420
H -3.68095 -1.15194 0.96113 0.079
N -4.30531 -3.29185 -3.91197 0.001
C -3.43197 -2.63901 -3.08406 -0.553
C -3.23917 -3.42068 -1.97874 -0.260
C -4.02745 -4.59209 -2.14491 -0.530
C -4.67402 -4.48327 -3.34748 -0.465
H -4.63262 -2.94399 -4.79276 0.178
H -3.02912 -1.67550 -3.34476 0.412
H -2.61121 -3.17298 -1.13964 0.475
H -4.11504 -5.41542 -1.45609 0.378
H -5.36320 -5.14452 -3.84391 0.365
N 6.91685 1.85338 -2.70655 0.041
C 6.90045 2.89481 -3.59197 -0.522
C 7.45036 3.98285 -2.96844 -0.389
C 7.80824 3.58016 -1.65276 -0.421
C 7.46411 2.26131 -1.52246 -0.431
H 6.56270 0.93268 -2.88854 0.203
H 6.49798 2.77538 -4.58286 0.372
H 7.57432 4.96043 -3.40305 0.384
H 8.25763 4.19075 -0.88795 0.399
H 7.55605 1.58422 -0.69095 0.360
N -4.78792 0.24842 3.59926 0.186
C -5.64486 0.97602 4.36910 -0.527
C -6.31016 0.10896 5.19949 -0.490
C -5.82661 -1.19693 4.91316 -0.566
C -4.88708 -1.07111 3.92041 -0.306
H -4.17068 0.62957 2.89610 0.152
H -5.70784 2.04521 4.26371 0.381
H -7.05540 0.38088 5.92898 0.379
H -6.12945 -2.11919 5.38121 0.391
H -4.28131 -1.80631 3.41978 0.334



2.
66
Properties=species:S:1:pos:R:3:mulliken_charge:R:1 method="wB97M-V/def2-TZVPD" charge=+1 homo_lumo_gap_ev="7.03 / 6.96" spin_multiplicity=2 homo_energy_ev="-11.2 / -11.2"
Ti 0.14982 -0.36528 -0.10271 -0.403
C 2.11992 1.29743 4.68192 -0.837
S 3.21502 1.42224 3.26327 0.013
C 2.29116 0.75506 1.94976 0.521
S 0.69270 0.12608 2.20416 -0.312
N 2.93842 0.75991 0.82147 -1.248
N 2.21440 0.20659 -0.19541 0.723
C 2.84798 -0.06657 -1.28078 -0.463
C 2.08300 -0.67999 -2.37761 0.658
C 2.62821 -0.92601 -3.62728 -0.899
C 1.80013 -1.46256 -4.60686 -0.352
C 0.47375 -1.73257 -4.30991 -1.130
C 0.00494 -1.47351 -3.03080 -0.068
N 0.79537 -0.96948 -2.08466 0.486
H 2.76524 1.45159 5.54533 0.349
H 1.67388 0.30946 4.75780 0.303
H 1.34720 2.06158 4.66772 0.319
H 3.90102 0.17299 -1.38704 0.423
H 3.66434 -0.69592 -3.82680 0.477
H 2.19196 -1.66033 -5.59492 0.443
H -0.20034 -2.13691 -5.05061 0.481
H -1.02267 -1.66304 -2.74284 0.419
C -2.00887 -2.86076 2.04319 -1.297
C -1.57809 -2.88321 0.59056 1.410
C -2.53706 -3.66142 -0.29108 -1.400
C -0.14131 -3.36228 0.44057 -1.894
O -1.55264 -1.49215 0.07086 0.666
Si -2.73161 -0.24078 -0.08242 0.550
S -1.42584 1.27247 -0.66401 -0.570
O -3.77036 -0.78993 -1.19206 0.383
C -4.48237 -0.24516 -2.33044 1.484
C -3.53434 -0.26798 -3.52206 -1.616
C -5.66340 -1.17574 -2.55568 -1.612
C -4.94994 1.17160 -2.03526 -1.453
O -3.33487 -0.12652 1.40012 -0.086
C -4.54299 0.27964 2.08170 1.504
C -5.71699 -0.52764 1.55222 -1.317
C -4.29590 -0.01512 3.55373 -1.726
C -4.73126 1.77297 1.85532 -1.491
H -1.86829 -3.85639 2.46683 0.535
H -3.05693 -2.58982 2.13792 0.124
H -1.40930 -2.15548 2.61983 0.214
H -2.60483 -4.69088 0.06348 0.415
H -2.19385 -3.67964 -1.32612 0.300
H -3.53190 -3.22029 -0.26151 0.241
H -0.03942 -4.38698 0.79942 0.511
H 0.54138 -2.75960 1.05467 0.439
H 0.17143 -3.35353 -0.60714 0.361
H -3.23141 -1.29421 -3.73957 0.299
H -2.65051 0.34007 -3.32044 0.289
H -4.02718 0.13098 -4.40879 0.550
H -5.31536 -2.18507 -2.77649 0.336
H -6.26749 -0.82870 -3.39413 0.409
H -6.29672 -1.21359 -1.66991 0.346
H -4.11179 1.81649 -1.76676 0.299
H -5.68192 1.17882 -1.22759 0.262
H -5.42587 1.59959 -2.91755 0.562
H -5.58729 -1.59003 1.76287 0.310
H -5.82930 -0.40064 0.47685 0.087
H -6.63811 -0.19594 2.03215 0.518
H -4.14039 -1.08246 3.71141 0.341
H -5.15075 0.29727 4.15298 0.444
H -3.41379 0.52257 3.90094 0.362
H -4.92590 1.98604 0.80349 0.218
H -3.83472 2.31324 2.15865 0.300
H -5.57459 2.14639 2.43607 0.492



Which electronic energy belongs to each record? In order, -80201.43418, -95421.76285 eV.